Formula: C4H3ClOS
Source: the OMol25 dataset
Level of theory: ωB97M-V with the def2-TZVPD basis set

Structure (ORCA input):
```
! RIJCOSX wB97M-V def2-TZVPD def2/J DEFGRID3
* xyz 0 1
S 1.06 1.56 -1.37
H -1.24 0.29 1.20
O 1.25 3.00 -1.30
C 0.48 -1.93 -0.41
C -0.09 1.30 -0.14
C -0.37 -1.26 0.43
C -0.59 0.16 0.40
H -0.38 2.30 0.24
H -0.95 -1.87 1.12
Cl 0.82 -3.55 -0.16
*
```

Results
LUMO (alpha / beta): -0.095 / -0.101 Ha
F_max: 4.92 eV/Å
energy above the lowest of the compared OMol25 structures with the same formula, charge and spin: 118.08 kcal per mole
M: 134.6 u
calculated total energy: -29596.036 eV
orbital gap (alpha / beta): 5.45 / 5.31 eV